C39H41B2N9S2SbScSe as an isolated structure. Source: the Open Molecules 2025 dataset; level of theory: ωB97M-V/def2-TZVPD.

## Properties
E_HOMO   -1.05 eV
Maximum force   0.0192 Eh/bohr
Electronic energy   -6252.2545 a.u.
Net charge   -2
Energy above the lowest of the compared OMol25 structures with the same formula, charge and spin   44.1 kcal/mol
Orbital gap   5.0 eV
Lowest unoccupied orbital energy   3.96 eV

Last column: Löwdin charge in e.
Geometry (Å):
Sb 0.10 -0.06 -2.61  1.38
Se -2.09 2.10 3.01  0.54
Sc -0.09 -0.77 1.29  0.78
S -2.47 -2.13 -2.45  0.48
S -1.66 0.32 -0.24  0.51
N -0.46 3.51 7.16  0.00
N 0.21 -3.06 3.34  -0.08
N 1.93 -0.72 0.29  -0.05
N 1.13 -2.38 2.65  -0.01
N 0.71 0.37 2.98  -0.08
N -1.23 -3.54 1.45  -0.08
N 2.63 0.39 0.51  -0.06
N 1.72 1.17 2.67  -0.06
N -0.62 -2.80 0.51  -0.04
C -3.37 -1.71 -1.05  -0.84
C 0.82 4.11 -1.27  -0.09
C -2.55 1.52 -3.19  -0.15
C 0.96 1.91 -2.23  -0.36
C -0.99 -4.84 -0.32  -0.06
C 1.43 0.75 -5.50  -0.15
C 3.01 -1.52 -5.61  -0.12
C -1.46 -4.77 0.98  -0.08
C 2.27 0.53 -6.58  -0.11
C -3.05 -0.77 -0.13  -0.74
C 1.79 0.90 4.86  -0.06
C -3.65 1.92 -3.92  -0.10
C 2.31 -2.67 3.17  -0.14
C -1.71 0.37 -5.10  -0.16
C 2.16 -1.30 -4.54  -0.16
C 0.15 3.82 6.02  -0.21
C -4.63 -2.52 -0.86  -0.16
C 4.04 -1.06 -0.37  -0.06
C 2.39 1.51 3.77  -0.09
C -3.79 1.56 -5.25  -0.12
C -1.56 0.74 -3.77  -0.38
C -0.47 -3.57 -0.56  -0.20
C 0.73 0.19 4.30  -0.15
C 2.26 2.18 -2.62  -0.15
C -2.81 0.78 -5.84  -0.11
C -2.13 2.40 5.86  -0.15
C 3.07 -0.60 -6.64  -0.13
C 2.17 -3.57 4.23  -0.07
C 2.84 3.41 -2.35  -0.11
C 2.11 4.39 -1.69  -0.12
C 0.26 2.88 -1.53  -0.16
C 1.36 -0.17 -4.46  -0.38
C -0.30 3.46 4.77  -0.16
C -1.59 2.82 7.05  -0.21
C -3.97 -0.42 1.01  -0.17
C 2.77 -1.62 -0.24  -0.16
C -1.47 2.70 4.67  -0.77
C 3.90 0.22 0.12  -0.08
C 0.80 -3.79 4.29  -0.09
B 1.97 1.61 1.21  -0.45
B -1.27 -2.99 2.88  -0.42
H 2.83 1.43 -3.14  0.09
H -4.85 0.10 0.63  0.08
H 2.10 -2.03 -3.73  0.07
H -4.71 -2.88 0.16  0.06
H -0.74 2.66 -1.17  0.05
H -5.50 -1.90 -1.08  0.07
H 0.23 -4.40 4.96  0.11
H -1.96 -5.51 1.57  0.11
H -0.01 -0.42 4.79  0.12
H -4.31 -1.31 1.55  0.06
H 3.62 -2.42 -5.64  0.09
H 4.62 1.01 0.21  0.12
H 2.71 2.54 1.19  0.09
H 1.07 4.40 6.14  0.09
H -1.01 -5.68 -0.99  0.09
H 0.24 3.74 3.88  0.09
H 3.24 2.17 3.72  0.12
H 4.93 -1.53 -0.75  0.08
H -1.94 -3.69 3.58  0.08
H -0.96 -0.26 -5.57  0.09
H 2.29 1.25 -7.40  0.09
H 2.94 -4.00 4.84  0.08
H 2.43 -2.61 -0.50  0.11
H 3.85 3.61 -2.68  0.09
H 0.91 1.78 0.70  0.07
H -2.48 1.78 -2.15  0.04
H -4.42 2.52 -3.45  0.09
H 3.74 -0.75 -7.48  0.09
H 0.81 1.63 -5.47  0.10
H -4.66 1.87 -5.82  0.09
H -2.07 2.59 8.00  0.08
H 2.06 0.99 5.89  0.09
H -0.01 -3.19 -1.46  0.06
H -1.58 -1.81 2.82  0.07
H -2.91 0.47 -6.87  0.09
H 0.26 4.86 -0.73  0.10
H 3.21 -2.25 2.76  0.11
H -4.62 -3.36 -1.54  0.03
H 2.56 5.35 -1.48  0.09
H -3.47 0.24 1.72  -0.05
H -3.05 1.84 5.85  0.08

=====

C39H41F12N3O2ReSSb as an isolated structure at a distorted geometry. Source: the Open Molecules 2025 dataset; level of theory: ωB97M-V/def2-TZVPD.

## Properties
E_HOMO   -16.99 eV
Maximum force   0.0326 Eh/bohr
Electronic energy   -3739.0642 a.u.
Net charge   +4
Orbital gap   2.7 eV
Lowest unoccupied orbital energy   -14.28 eV

Last column: Löwdin charge in e.
Geometry (Å):
Re -0.45 -0.74 -0.06  1.61
Sb -2.04 1.88 0.15  1.72
S -4.17 -6.19 -0.09  1.06
F 2.01 -0.63 -4.35  0.24
F 1.81 -1.60 -2.42  0.17
F -0.04 1.05 -5.03  0.24
F -0.69 -2.02 3.93  0.21
F 0.62 -0.33 4.23  0.19
F 0.28 -1.87 -3.93  0.22
F -1.66 0.10 -3.96  0.21
F -0.99 2.06 -3.36  0.16
F 1.57 -3.18 0.62  0.17
F 0.26 -3.94 2.16  0.23
F 1.32 -2.34 4.67  0.23
F 2.38 -3.71 2.56  0.24
O -0.41 -0.23 -1.78  -0.28
O 0.00 -1.29 1.58  -0.25
N -0.83 -8.68 1.78  0.09
N 1.44 0.22 0.03  0.03
N -1.98 -2.18 -0.15  -0.14
C -1.90 3.97 -0.82  -0.41
C 2.31 -0.90 2.07  -0.03
C -0.68 4.69 -0.30  -0.10
C 0.57 -1.61 3.86  -0.57
C -2.82 -7.12 0.65  -0.51
C -0.15 2.39 2.52  -0.13
C -0.94 -8.55 0.46  -0.11
C -2.65 -4.19 -1.27  -0.01
C 5.72 -0.40 3.61  0.03
C 2.05 2.10 -3.12  0.08
C -4.49 0.08 0.79  -0.11
C -0.59 0.87 -3.85  -0.57
C -1.72 -8.04 2.54  -0.11
C 2.59 2.31 -0.43  -0.01
C 1.08 -1.72 2.39  -0.21
C -2.00 -2.99 -1.25  -0.08
C 1.33 -3.21 1.95  -0.56
C 2.45 -0.17 0.81  -0.14
C 0.42 0.24 -2.83  -0.21
C 3.74 3.89 -3.66  0.01
C 4.87 0.05 1.28  0.05
C -2.63 2.86 2.93  -0.10
C -3.31 -4.64 -0.11  -0.45
C -4.13 1.31 -0.02  -0.53
C -2.63 -2.60 0.96  -0.14
C 3.83 0.15 0.41  0.08
C -2.74 -7.24 2.03  -0.08
C 1.78 1.24 -0.89  -0.20
C 4.65 -0.39 2.60  -0.11
C -3.29 -3.80 1.01  -0.01
C 1.40 1.24 -2.26  -0.06
C 2.99 3.06 -2.68  -0.17
C 3.16 3.21 -1.30  0.03
C 1.15 -1.00 -3.43  -0.56
C -3.24 4.54 -0.43  -0.09
C -4.53 1.23 -1.48  -0.11
C -1.59 1.94 2.27  -0.55
C 3.35 -0.95 2.92  0.10
C -1.92 -7.78 -0.16  -0.07
H -3.66 2.54 2.74  0.08
H 3.26 -1.45 3.87  0.15
H -4.16 0.14 1.83  0.08
H -4.18 0.31 -1.94  0.08
H 5.87 0.31 0.96  0.16
H -0.79 4.99 0.74  0.09
H 0.00 3.43 2.23  0.08
H -3.80 -4.09 1.92  0.14
H 5.32 -0.15 4.60  0.13
H 6.54 0.25 3.34  0.12
H 0.58 1.77 2.00  0.04
H 4.64 4.32 -3.23  0.11
H -1.73 0.90 2.56  0.07
H 0.24 4.13 -0.43  0.06
H -3.27 5.52 -0.92  0.13
H 1.86 2.04 -4.18  0.15
H -2.48 2.84 4.01  0.11
H -5.62 1.24 -1.55  0.11
H -3.45 -6.77 2.69  0.11
H -1.83 3.71 -1.87  0.08
H -0.59 5.61 -0.89  0.12
H -0.22 -9.10 -0.14  0.12
H -5.58 0.00 0.80  0.12
H -4.53 2.21 0.47  0.09
H -4.09 3.98 -0.83  0.08
H 3.11 4.72 -4.01  0.12
H -2.61 -1.95 1.82  0.11
H -1.98 -7.73 -1.24  0.11
H 2.74 2.42 0.64  0.14
H -4.17 2.07 -2.08  0.07
H 6.11 -1.43 3.70  0.15
H -1.62 -8.17 3.61  0.12
H 4.00 3.31 -4.55  0.11
H 4.02 0.42 -0.61  0.15
H 0.05 2.33 3.59  0.10
H -2.51 3.90 2.61  0.08
H -4.10 -0.81 0.32  0.05
H -2.65 -4.80 -2.16  0.14
H 3.78 4.01 -0.92  0.15
H -1.49 -2.63 -2.14  0.11
H -3.36 4.71 0.64  0.09

=====

C39H41IN2O4S2SbSn as an isolated structure at a distorted geometry. Source: the Open Molecules 2025 dataset; level of theory: ωB97M-V/def2-TZVPD.

## Properties
E_HOMO   -10.04 eV
Maximum force   0.0262 Eh/bohr
Electronic energy   -3469.5253 a.u.
Net charge   +1
Energy above the lowest of the compared OMol25 structures with the same formula, charge and spin   47.8 kcal/mol
Orbital gap   7.2 eV
Lowest unoccupied orbital energy   -2.88 eV

Last column: Löwdin charge in e.
Geometry (Å):
I -2.11 1.75 2.91  0.75
Sb 2.48 1.18 1.82  1.45
Sn -0.64 0.06 1.02  1.03
S 0.64 3.50 -3.60  1.02
S -0.03 0.81 -4.69  1.02
O 1.64 -0.79 -0.74  -0.36
O -3.60 -2.06 -0.09  0.04
O -2.22 0.14 -0.66  -0.23
O 0.10 -2.58 0.86  -0.31
N -1.92 0.63 -2.88  0.05
N -1.25 1.79 -2.63  -0.12
C -4.31 -2.41 -4.15  -0.08
C -2.65 4.68 0.05  -0.07
C 1.59 -0.29 4.33  -0.15
C 3.98 -1.49 5.00  -0.08
C -4.60 -3.17 -1.89  0.00
C 3.88 -0.76 3.82  -0.12
C -2.41 -0.09 -1.91  -0.40
C 1.97 -0.15 -1.95  -0.11
C 5.43 2.26 1.86  -0.11
C 1.53 3.95 2.72  -0.16
C 6.76 2.29 1.46  -0.07
C 1.15 3.17 -5.33  -0.47
C 5.05 0.37 0.44  -0.16
C -4.86 -3.30 -3.24  -0.06
C -3.80 -2.13 -1.42  -0.25
C 1.38 1.68 -5.47  -0.47
C -3.50 -1.39 -3.70  -0.02
C 2.33 2.90 3.12  -0.39
C 2.68 -0.14 3.49  -0.41
C 2.79 4.05 5.17  -0.07
C 1.88 -2.19 -0.75  -0.20
C 4.57 1.30 1.36  -0.39
C -1.71 2.75 -1.69  -0.23
C -0.30 2.04 -3.50  -0.79
C -2.32 -0.43 2.56  -0.69
C 1.69 -1.01 5.50  -0.08
C 6.37 0.40 0.03  -0.09
C 2.97 2.95 4.35  -0.13
C -3.08 2.98 -1.59  0.01
C -0.71 -3.65 0.39  -0.06
C 7.23 1.36 0.54  -0.08
C -3.24 -1.22 -2.34  -0.07
C 2.90 -1.60 5.85  -0.08
C 1.98 5.10 4.77  -0.08
C 1.48 -2.74 0.61  -0.19
C -3.54 3.94 -0.71  -0.05
C -0.81 3.45 -0.90  -0.08
C -1.29 4.44 -0.05  -0.08
C 1.35 5.05 3.54  -0.09
H -0.60 -3.81 -0.68  0.10
H 1.41 1.38 -6.52  0.09
H -3.02 5.44 0.73  0.11
H -5.49 -4.11 -3.57  0.11
H 5.07 2.99 2.57  0.09
H 3.59 2.12 4.67  0.10
H 4.73 -0.67 3.17  0.09
H 1.30 -2.67 -1.55  0.13
H 3.27 4.07 6.14  0.11
H -3.10 -1.24 0.10  0.04
H 0.84 -1.10 6.16  0.11
H -3.06 -0.69 -4.39  0.10
H 2.06 3.74 -5.52  0.09
H 4.38 -0.39 0.05  0.08
H 2.95 -2.38 -0.93  0.13
H 0.65 0.20 4.08  0.06
H 2.00 -2.19 1.39  0.12
H 1.37 -0.54 -2.78  0.06
H -3.38 -0.57 2.35  -0.04
H 1.84 5.95 5.41  0.11
H -0.44 -4.57 0.93  0.10
H 1.02 3.90 1.76  0.06
H 0.35 3.53 -5.98  0.09
H -0.60 5.01 0.54  0.10
H -4.51 -2.53 -5.20  0.10
H -5.00 -3.85 -1.16  0.12
H 2.99 -2.15 6.77  0.11
H 2.30 1.36 -4.98  0.08
H -1.74 -3.38 0.61  0.08
H 1.76 -3.80 0.68  0.14
H 0.72 5.87 3.22  0.10
H 3.04 -0.29 -2.17  0.10
H 4.92 -1.96 5.26  0.11
H -3.76 2.42 -2.21  0.13
H 7.42 3.04 1.86  0.11
H -2.10 -0.89 3.53  -0.04
H 0.25 3.24 -0.94  0.09
H 6.73 -0.33 -0.69  0.10
H 8.26 1.39 0.22  0.11
H 1.76 0.91 -1.81  0.08
H -4.60 4.11 -0.63  0.11

=====

C39H42As2IKN4O2P as an isolated structure at a distorted geometry. Source: the Open Molecules 2025 dataset; level of theory: ωB97M-V/def2-TZVPD.

## Properties
E_HOMO   -4.43 eV
Maximum force   0.0220 Eh/bohr
Electronic energy   -7591.4520 a.u.
Net charge   -1
Energy above the lowest of the compared OMol25 structures with the same formula, charge and spin   26.9 kcal/mol
Orbital gap   6.4 eV
Lowest unoccupied orbital energy   1.98 eV

Last column: Löwdin charge in e.
Geometry (Å):
I -4.74 -1.83 2.65  0.78
As 0.31 2.59 1.59  1.13
As 1.71 -0.06 3.03  1.18
K 1.18 0.28 -0.38  0.56
P 2.17 -2.41 -1.81  1.06
O 2.66 -3.34 1.80  0.00
O 1.85 -1.74 0.49  -0.42
N -0.69 -1.74 1.51  0.00
N -1.09 2.88 -1.25  -0.01
N 0.97 1.22 -2.71  -0.07
N -0.95 -0.46 1.31  -0.04
C 2.46 -3.46 -3.31  -0.35
C 3.12 1.94 4.69  -0.12
C 2.62 4.28 4.72  -0.10
C -5.75 3.78 -0.01  -0.10
C -1.76 -2.41 1.95  -0.17
C -1.86 -2.72 -2.02  -0.07
C 2.94 -2.88 -4.47  -0.10
C -1.18 -4.42 -0.47  -0.11
C 0.16 -0.18 4.25  -0.29
C 2.53 -2.79 0.72  -0.77
C 3.14 -3.36 -0.57  -0.23
C -3.45 3.33 -0.57  -0.22
C -4.48 4.23 -0.29  -0.06
C -0.28 1.59 -3.14  -0.37
C 1.50 2.81 3.15  -0.44
C 2.67 -4.95 -5.66  -0.11
C -2.08 3.87 -0.91  -0.22
C 2.11 -4.81 -3.33  -0.10
C -2.78 -1.47 2.04  -0.74
C -2.19 -3.75 -1.15  -0.10
C 3.35 3.21 5.20  -0.10
C -5.01 1.52 -0.28  -0.09
C 1.20 4.02 0.58  -0.31
C -1.19 3.59 2.44  -0.30
C 0.71 0.54 -4.86  -0.14
C 2.89 -1.15 4.17  -0.32
C 0.48 -3.03 -1.53  -0.36
C -6.02 2.42 -0.01  -0.10
C -3.73 1.98 -0.56  -0.05
C 0.14 -4.06 -0.66  -0.10
C -2.21 -0.26 1.63  -0.23
C 2.21 -5.55 -4.49  -0.10
C 3.06 -3.62 -5.64  -0.10
C -0.54 -2.36 -2.20  -0.08
C 2.19 1.72 3.69  -0.43
C -0.46 1.17 -4.48  -0.10
C -1.19 2.40 -2.44  -0.15
C 1.72 4.07 3.69  -0.13
C 1.54 0.61 -3.74  -0.27
H 0.99 5.02 0.96  0.02
H -2.65 -2.19 -2.54  0.10
H 4.08 3.35 5.99  0.10
H -1.04 4.67 2.40  0.02
H 1.92 -6.59 -4.50  0.10
H 0.91 -4.58 -0.10  0.10
H -5.21 0.46 -0.28  0.09
H 0.94 0.10 -5.81  0.07
H -4.28 5.30 -0.30  0.11
H 2.28 3.84 0.62  0.03
H -2.94 1.28 -0.79  0.10
H 0.45 0.11 5.26  0.03
H 1.17 4.93 3.31  0.09
H 3.44 -3.15 -6.54  0.10
H 3.68 1.11 5.10  0.08
H -7.02 2.07 0.20  0.10
H -1.34 1.33 -5.08  0.08
H 2.56 0.26 -3.67  0.07
H -0.28 -1.55 -2.87  0.10
H 0.26 -2.06 1.33  0.10
H -6.54 4.49 0.21  0.09
H 0.88 3.95 -0.46  -0.01
H 3.22 -1.83 -4.46  0.08
H -2.21 4.58 -1.75  0.12
H -1.26 3.29 3.49  0.02
H -2.66 0.71 1.57  0.09
H -1.43 -5.22 0.22  0.10
H 3.11 -4.45 -0.64  0.08
H 3.94 -0.93 3.94  0.02
H -0.64 0.48 3.91  0.00
H -2.06 2.69 -3.06  0.13
H -0.22 -1.20 4.28  0.02
H -3.22 -4.03 -0.99  0.10
H 2.72 -2.19 3.92  0.00
H 2.77 5.27 5.13  0.10
H 4.19 -3.06 -0.63  0.09
H 2.72 -5.52 -6.57  0.09
H 1.74 -5.28 -2.43  0.09
H -2.13 3.35 1.95  0.00
H -1.70 4.44 -0.06  0.09
H -1.76 -3.45 2.16  0.11
H 2.71 -0.99 5.23  0.02

=====

C39H42Br4IrO3P2Si as an isolated structure at a distorted geometry. Source: the Open Molecules 2025 dataset; level of theory: ωB97M-V/def2-TZVPD.

## Properties
E_HOMO (spin up / spin down)   -7.32 / -7.27 eV
⟨S²⟩   0.76
Maximum force   0.0327 Eh/bohr
Electronic energy   -13109.7516 a.u.
Energy above the lowest of the compared OMol25 structures with the same formula, charge and spin   24.7 kcal/mol
Multiplicity   2
Orbital gap (spin up / spin down)   7.2 / 6.0 eV
Lowest unoccupied orbital energy (spin up / spin down)   -0.10 / -1.29 eV

Last column: Löwdin charge in e.
Geometry (Å):
Ir 1.27 -0.26 0.59  1.22
Br -1.34 -6.18 -2.04  0.72
Br -2.43 -6.21 1.10  0.71
Br -1.50 -3.72 3.15  0.79
Br 0.65 -3.68 -3.03  0.83
P 0.43 1.02 2.39  0.83
P 2.69 -0.95 2.23  0.78
Si -1.47 0.69 -1.51  0.51
O 1.14 -1.76 -0.79  -0.29
O 0.29 -1.81 1.75  -0.33
O -0.12 0.61 -0.61  -0.46
C -1.74 2.55 -1.88  -0.59
C -1.10 -1.64 -5.58  -0.12
C -1.34 -0.24 -3.14  -0.20
C 2.13 -1.65 4.93  -0.06
C 0.45 -0.49 6.20  -0.06
C -1.96 3.31 -0.57  -0.10
C 0.85 0.13 3.92  -0.35
C 0.95 2.75 2.66  -0.21
C -5.01 -1.51 0.66  -0.08
C 0.15 0.31 5.11  -0.07
C -2.94 -0.09 -0.62  -0.22
C 3.14 -0.08 -0.44  -0.21
C 3.37 -2.62 2.09  -0.19
C 1.84 -0.85 3.83  -0.36
C 4.15 0.08 2.62  -0.21
C -0.46 3.09 -2.52  -0.10
C -2.30 -1.17 -3.55  -0.08
C 0.39 -2.78 -0.39  -0.40
C 3.47 3.63 -1.13  -0.08
C 1.43 -1.46 6.11  -0.06
C -5.30 -0.56 -0.31  -0.09
C -2.19 -1.86 -4.75  -0.10
C 2.97 2.49 -3.18  -0.09
C -2.68 -1.05 0.36  -0.10
C -0.13 -0.72 -5.20  -0.10
C -1.29 -4.84 0.48  -0.76
C -0.90 -3.82 1.36  -0.64
C -0.26 -0.04 -4.00  -0.10
C -3.69 -1.76 0.99  -0.07
C 3.44 2.43 -0.45  -0.06
C -0.08 -2.80 0.94  -0.44
C -4.28 0.13 -0.94  -0.09
C 3.15 1.24 -1.13  -0.29
C -0.83 -4.83 -0.83  -0.75
C -1.37 1.11 2.41  -0.20
C -2.91 2.82 -2.83  -0.09
C 2.92 1.29 -2.50  -0.05
C 3.25 3.67 -2.50  -0.09
C 0.02 -3.79 -1.26  -0.62
H 4.93 0.01 1.85  0.05
H -2.88 3.87 -3.16  0.08
H 2.71 0.37 -3.03  0.12
H -2.88 2.98 -0.06  0.08
H 3.99 -0.16 0.23  0.02
H -0.64 1.05 5.18  0.11
H 0.57 3.10 3.62  0.05
H -6.33 -0.37 -0.59  0.10
H 3.70 4.55 -0.60  0.10
H -0.51 4.19 -2.59  0.09
H -2.05 4.38 -0.76  0.08
H -1.01 -2.18 -6.51  0.10
H 2.79 2.52 -4.25  0.11
H 2.03 2.84 2.65  0.03
H -3.87 2.68 -2.35  0.06
H -1.65 -1.26 0.63  0.06
H 0.50 0.68 -3.72  0.07
H -2.86 2.19 -3.72  0.08
H -1.69 1.86 3.13  0.06
H 2.55 -3.33 2.17  0.06
H -1.77 0.13 2.68  0.06
H 3.11 -0.91 -1.13  0.07
H -1.12 3.16 0.11  0.05
H 3.29 4.61 -3.04  0.10
H 2.88 -2.42 4.86  0.11
H -0.32 2.71 -3.54  0.07
H -4.54 0.84 -1.71  0.09
H 0.43 2.83 -1.94  0.06
H 1.64 -2.10 6.96  0.11
H 4.11 -2.81 2.87  0.05
H -5.81 -2.06 1.14  0.10
H -3.44 -2.51 1.74  0.04
H -0.10 -0.36 7.13  0.11
H -1.74 1.37 1.42  0.02
H 0.54 3.37 1.86  0.05
H 3.63 2.40 0.61  0.09
H -2.95 -2.58 -5.03  0.10
H 3.85 1.13 2.71  0.04
H 3.85 -2.73 1.12  0.06
H 4.57 -0.25 3.57  0.06
H 0.72 -0.54 -5.84  0.10
H -3.15 -1.38 -2.91  0.10